{"formula": "C22H16N6O7S", "method": "ωB97M-V/def2-TZVPD", "homo_energy_ha": -0.2619, "orbital_gap_ev": 5.09, "lumo_ev": -2.04, "elements": ["C", "O", "C", "C", "C", "C", "C", "C", "C", "C", "N", "C", "C", "C", "C", "C", "C", "C", "S", "H", "H", "H", "H", "H", "H", "H", "H", "H", "H", "H", "H", "H", "H", "H", "O", "N", "C", "C", "N", "O", "C", "N", "O", "O", "C", "C", "N", "O", "O", "N", "C", "H"], "positions_angstrom": [[2.0410, -1.4806, -1.3161], [0.8394, -0.7079, -1.0849], [0.5703, -0.3007, 0.1988], [1.4725, 0.6885, 0.8109], [2.6004, 0.2194, 1.5023], [3.5094, 1.1158, 2.0540], [3.3074, 2.4941, 1.9367], [2.1678, 2.9662, 1.2777], [1.2446, 2.0733, 0.7332], [-0.3201, -1.1344, 0.8890], [-0.5165, -1.1872, 2.2493], [-0.1525, -0.1061, 3.1598], [-1.0069, -2.4117, 2.7106], [-1.3181, -3.2693, 1.6532], [-1.8427, -4.5367, 1.9076], [-2.0134, -4.9622, 3.2330], [-1.6881, -4.1047, 4.2994], [-1.1661, -2.8267, 4.0460], [-1.0065, -2.5524, 0.0925], [2.0545, -1.6406, -2.3941], [2.9174, -0.9101, -0.9797], [1.9880, -2.4404, -0.7795], [2.7213, -0.8606, 1.6074], [4.3793, 0.7312, 2.5847], [4.0157, 3.1961, 2.3814], [1.9722, 4.0424, 1.2026], [0.3050, 2.4229, 0.2930], [-0.6292, -0.3045, 4.1247], [0.9336, -0.0892, 3.3288], [-0.5053, 0.8725, 2.7931], [-2.1257, -5.1493, 1.0549], [-2.4143, -5.9626, 3.4360], [-1.8602, -4.4453, 5.3257], [-0.8925, -2.1752, 4.8753], [-1.2405, 4.2304, -6.1233], [-1.0089, 3.1477, -5.6144], [-0.8871, 2.6535, -4.3258], [-0.6829, 1.2721, -4.4237], [-0.6185, 0.8769, -5.7303], [-0.7811, 2.0212, -6.4520], [-0.7479, 0.4300, -3.2517], [-0.6478, -1.0174, -3.3939], [0.1667, -1.5077, -4.2084], [-1.3885, -1.7219, -2.6611], [-1.0304, 1.0240, -1.9959], [-1.1167, 2.4227, -1.9180], [-1.6707, 3.2293, -0.9070], [-1.9479, 2.9982, 0.2659], [-1.9933, 4.4627, -1.4791], [-1.6116, 4.5091, -2.8075], [-1.0800, 3.2743, -3.0580], [-1.2946, 0.4310, -1.1233]], "atomic_forces_ev_per_a": [[-0.42, 0.32, 0.52], [0.25, 0.07, -1.15], [-1.61, -2.15, 1.75], [0.31, 0.58, 0.35], [-0.12, 0.31, -0.31], [0.12, 0.08, 0.07], [-0.25, -0.14, -0.10], [-0.11, 0.16, 0.06], [0.18, -0.42, 0.01], [2.56, 0.94, -1.09], [-0.56, 0.45, 0.84], [0.01, -0.18, 0.26], [0.09, -0.03, 0.27], [-0.44, -0.69, 0.69], [0.09, 0.33, 0.12], [-0.05, 0.21, 0.04], [0.01, -0.07, -0.59], [-0.18, -0.14, -0.31], [-0.01, 0.14, 0.09], [0.17, -0.06, 0.15], [-0.13, -0.18, -0.20], [0.01, 0.23, -0.14], [0.12, 0.30, -0.01], [-0.16, 0.14, -0.08], [-0.20, -0.23, -0.18], [0.15, -0.44, 0.09], [0.60, -0.08, 0.18], [-0.02, 0.14, -0.27], [-0.37, 0.20, -0.04], [0.23, -0.47, 0.02], [0.07, -0.12, 0.28], [0.17, 0.49, -0.10], [0.20, 0.22, -0.40], [-0.10, -0.19, -0.24], [0.32, -1.14, 0.71], [0.30, -0.64, 1.16], [0.11, 1.14, -1.82], [0.28, -1.28, -2.52], [-0.07, 1.06, 2.47], [-0.26, 0.56, 0.25], [-0.49, 1.36, 2.27], [-0.19, -2.87, 0.35], [-1.65, 1.66, 1.61], [1.48, 1.91, -1.73], [0.15, -2.20, -2.07], [-1.23, 2.68, 0.48], [0.17, -1.78, -0.88], [0.30, 0.50, -1.37], [0.90, -0.45, 0.18], [0.97, -2.57, -0.04], [-2.02, 2.41, 0.60], [0.33, -0.04, -0.22]]}



{"formula": "C22H17BrN5Sm", "method": "ωB97M-V/def2-TZVPD", "multiplicity": 6, "de_lowest_kcal_mol": 6.71, "homo_energy_ha": [-0.4927, -0.4984], "charge": 2, "orbital_gap_ev": [5.45, 5.99], "lumo_ev": [-7.95, -7.57], "elements": ["Sm", "C", "C", "C", "C", "C", "C", "N", "C", "C", "C", "C", "C", "C", "N", "N", "C", "C", "C", "C", "C", "N", "H", "H", "H", "H", "H", "H", "H", "H", "H", "H", "H", "H", "H", "Br", "C", "C", "C", "C", "N", "C", "H", "H", "H", "H"], "positions_angstrom": [[-0.5191, -1.0068, 0.3286], [-5.0393, -1.1531, 3.6026], [-3.7633, -1.7008, 3.6054], [-2.7744, -1.1440, 2.8122], [-3.0457, -0.0032, 2.0377], [-4.3323, 0.5383, 2.0331], [-5.3196, -0.0522, 2.8077], [-1.9521, 0.5010, 1.2884], [-1.4827, 1.7500, 1.4673], [-2.0453, 2.7062, 2.3470], [-1.4826, 3.9448, 2.4803], [-0.3384, 4.3232, 1.7381], [0.2612, 3.4354, 0.8965], [-0.2633, 2.1234, 0.7520], [0.3117, 1.1388, 0.0313], [1.3988, 1.3327, -0.6609], [1.8676, 0.2682, -1.3776], [3.0316, 0.4600, -2.1398], [3.4789, -0.5560, -2.9578], [2.7695, -1.7570, -2.9993], [1.6653, -1.9097, -2.1833], [1.2030, -0.9334, -1.3812], [-5.8119, -1.5934, 4.2135], [-3.5410, -2.5474, 4.2364], [-1.7300, -1.5283, 2.8541], [-4.5625, 1.3940, 1.4124], [-6.3172, 0.3584, 2.7986], [-2.9090, 2.4220, 2.9290], [-1.9129, 4.6525, 3.1721], [0.0672, 5.3151, 1.8644], [1.1506, 3.6878, 0.3417], [3.5499, 1.4019, -2.0548], [4.3627, -0.4166, -3.5622], [3.0799, -2.5553, -3.6520], [1.1125, -2.8486, -2.1680], [-0.5481, -7.1334, 1.0887], [0.0170, -5.4677, 1.7772], [0.6258, -5.3742, 3.0282], [1.0579, -4.1294, 3.4577], [0.8500, -3.0205, 2.6507], [0.2361, -3.0924, 1.4521], [-0.1572, -4.3043, 1.0278], [0.7678, -6.2568, 3.6334], [1.5580, -4.0274, 4.4095], [1.1932, -2.0314, 2.9615], [-0.6184, -4.3615, 0.0422]], "atomic_forces_ev_per_a": [[-0.99, -0.82, -0.12], [0.19, -0.15, -0.04], [-0.13, -0.14, -0.04], [0.47, 0.29, -0.20], [0.05, -0.47, 0.39], [0.21, -0.22, -0.22], [0.07, 0.08, -0.01], [0.71, 0.02, -0.37], [0.45, 0.31, -0.24], [0.00, 0.04, 0.07], [-0.17, -0.33, -0.04], [0.27, -0.08, -0.24], [0.02, -0.07, -0.06], [-0.45, 0.55, 0.59], [0.68, -0.62, -0.54], [-0.35, 1.05, 0.67], [0.01, -0.74, -0.48], [-0.29, -0.08, 0.29], [-0.25, -0.02, 0.16], [-0.13, 0.03, 0.15], [0.08, -0.15, -0.17], [0.17, 0.83, 0.28], [-0.06, 0.00, 0.06], [0.01, -0.10, 0.04], [-0.68, 0.20, 0.15], [0.03, 0.03, -0.01], [-0.08, 0.06, -0.01], [-0.01, 0.10, 0.02], [-0.07, 0.05, 0.06], [0.05, 0.05, -0.03], [0.08, 0.07, -0.03], [-0.04, 0.10, -0.07], [0.05, -0.02, -0.04], [0.00, -0.15, 0.00], [0.11, 0.13, -0.04], [0.11, 0.46, 0.15], [-0.03, 0.07, -0.16], [-0.14, 0.11, -0.43], [-0.02, 0.22, -0.14], [0.05, 0.10, 0.05], [0.17, -0.22, 0.45], [-0.08, -0.34, -0.09], [0.02, -0.05, 0.05], [0.00, 0.09, 0.02], [-0.07, -0.23, 0.04], [0.00, -0.05, 0.16]]}



{"formula": "C22H17Cl2CoFN2O7", "method": "ωB97M-V/def2-TZVPD", "multiplicity": 4, "homo_energy_ha": [-0.3172, -0.3169], "orbital_gap_ev": [8.35, 8.34], "lumo_ev": [-0.28, -0.28], "elements": ["Co", "O", "C", "O", "C", "C", "C", "C", "C", "N", "C", "O", "O", "H", "H", "H", "H", "C", "C", "C", "C", "C", "C", "C", "F", "C", "C", "C", "O", "C", "C", "N", "C", "C", "O", "O", "H", "H", "H", "H", "H", "H", "H", "H", "H", "H", "H", "Cl", "C", "Cl", "H", "H"], "positions_angstrom": [[-1.7296, 1.0528, 0.9309], [-5.6818, -0.7101, 1.1719], [-4.5761, 0.0318, 1.1744], [-3.8089, 0.0915, 0.2396], [-4.3559, 0.8276, 2.4103], [-5.2185, 0.9672, 3.4810], [-4.8293, 1.8210, 4.5096], [-3.6250, 2.5021, 4.4276], [-2.8213, 2.2942, 3.3147], [-3.1971, 1.4671, 2.3571], [-1.4807, 2.9836, 3.0464], [-1.0809, 3.8034, 3.8537], [-0.9487, 2.6325, 1.9351], [-5.7121, -1.1794, 0.3226], [-6.1564, 0.4317, 3.5012], [-5.4742, 1.9569, 5.3674], [-3.2820, 3.1882, 5.1890], [3.9430, -3.5493, 0.4825], [3.6139, -2.9475, -0.8742], [4.8460, -2.3208, -1.5068], [4.5196, -1.7920, -2.8902], [3.3587, -0.8412, -2.8210], [3.1964, 0.1465, -3.7637], [2.1195, 1.0245, -3.6839], [2.0057, 1.9700, -4.6350], [1.2016, 0.9568, -2.6792], [1.3492, -0.0380, -1.7022], [0.3721, -0.1049, -0.6175], [-0.5459, 0.7607, -0.6004], [0.5396, -1.1551, 0.3220], [1.6096, -1.9976, 0.1677], [2.5366, -1.9240, -0.7927], [2.4192, -0.9395, -1.7719], [-0.3663, -1.4815, 1.5057], [-0.1182, -2.5079, 2.1256], [-1.3448, -0.6930, 1.7401], [4.8263, -4.1772, 0.3690], [3.1485, -4.1774, 0.8789], [4.1684, -2.7691, 1.2110], [3.2490, -3.7383, -1.5392], [5.6290, -3.0778, -1.5584], [5.2082, -1.5139, -0.8630], [4.2693, -2.6297, -3.5492], [5.3796, -1.2881, -3.3322], [3.9081, 0.2511, -4.5727], [0.3684, 1.6410, -2.6202], [1.6970, -2.7867, 0.8986], [-3.0828, 3.3454, -0.4935], [-2.5886, 3.6408, -2.1684], [-2.5604, 2.1656, -3.1391], [-1.5913, 4.0633, -2.1503], [-3.3056, 4.3226, -2.6088]], "atomic_forces_ev_per_a": [[-0.09, 0.38, 0.22], [0.06, 0.01, -0.04], [-0.03, -0.08, -0.12], [-0.05, -0.10, -0.06], [-0.06, 0.08, 0.20], [0.01, -0.09, -0.15], [0.07, 0.07, 0.04], [-0.05, -0.01, 0.04], [0.06, -0.05, -0.03], [0.01, -0.02, 0.02], [0.06, 0.14, -0.13], [-0.06, -0.06, 0.07], [0.02, -0.16, -0.05], [-0.01, 0.02, 0.06], [-0.01, 0.01, 0.03], [0.00, 0.00, 0.01], [-0.02, -0.01, 0.02], [0.01, -0.01, -0.01], [-0.04, 0.01, -0.01], [0.02, -0.02, 0.02], [0.01, -0.01, -0.02], [-0.07, 0.03, 0.03], [0.01, -0.03, 0.01], [0.00, 0.01, 0.00], [-0.01, 0.01, 0.00], [0.04, -0.02, -0.01], [0.05, -0.05, 0.00], [-0.18, 0.07, 0.09], [0.24, -0.02, -0.26], [0.14, 0.06, -0.06], [-0.05, 0.04, 0.05], [0.04, -0.03, 0.00], [0.02, 0.01, -0.05], [-0.16, -0.17, -0.13], [0.06, 0.04, 0.05], [-0.01, -0.03, 0.16], [0.00, 0.00, 0.00], [0.00, 0.00, 0.00], [0.01, 0.00, 0.00], [0.01, 0.01, 0.00], [0.00, 0.01, 0.00], [0.00, 0.00, 0.00], [0.01, 0.00, 0.00], [0.00, 0.00, 0.00], [-0.01, 0.02, -0.01], [-0.01, 0.00, 0.00], [0.00, 0.00, -0.01], [-0.01, -0.04, 0.00], [0.01, -0.01, -0.01], [-0.01, -0.01, 0.01], [0.00, -0.01, 0.01], [0.02, 0.02, 0.01]]}



{"formula": "C22H17ClN4O2", "method": "ωB97M-V/def2-TZVPD", "de_lowest_kcal_mol": 0.00, "homo_energy_ha": -0.3055, "orbital_gap_ev": 8.70, "smiles": "Cn1c(N2N=C(c3ccc(Cl)cc3)C[C@H]2c2ccco2)nc2ccccc2c1=O", "lumo_ev": 0.39, "elements": ["O", "Cl", "N", "N", "O", "C", "C", "C", "C", "C", "C", "C", "C", "C", "C", "C", "C", "C", "C", "C", "C", "C", "C", "C", "N", "N", "C", "C", "C", "H", "H", "H", "H", "H", "H", "H", "H", "H", "H", "H", "H", "H", "H", "H", "H", "H"], "positions_angstrom": [[-4.6832, 0.2964, -0.7421], [5.0770, -2.0860, 5.3659], [-0.9740, 1.3621, 0.1600], [0.4636, -1.2511, 0.6628], [-0.3316, -0.1258, -3.5537], [-3.5706, 0.6559, -0.3665], [-1.1853, 0.1520, -0.2562], [1.7032, -1.1600, 0.5320], [-0.0989, -0.6370, -4.8611], [0.9385, -1.5304, -4.9322], [1.3067, -1.7313, -3.4635], [0.6336, -0.7553, -2.7869], [-2.7381, 4.3174, 1.5644], [-3.9952, 4.1855, 0.9150], [2.8140, -1.7714, 4.1066], [4.6922, -1.2917, 2.8990], [-1.7354, 3.3955, 1.2748], [2.0093, -1.4880, 2.9876], [3.9650, -1.1155, 1.7114], [-4.2689, 2.9668, 0.3698], [4.1337, -1.6115, 4.0647], [-2.0122, 2.2548, 0.5114], [2.6071, -1.2752, 1.7445], [-3.3191, 1.9984, 0.1561], [-2.4997, -0.2567, -0.5461], [-0.0452, -0.7067, -0.4591], [-2.7862, -1.6796, -0.7832], [2.1812, -0.5695, -0.7873], [0.9618, -0.1977, -1.4514], [-0.7296, -0.4274, -5.7064], [1.4191, -1.9441, -5.8571], [2.0361, -2.4113, -3.0431], [-2.4773, 5.2170, 2.1897], [-4.7874, 4.9275, 0.9166], [2.2166, -2.0865, 5.0670], [5.7064, -1.1861, 2.8756], [-0.7313, 3.5923, 1.4950], [0.9901, -1.7148, 3.1576], [4.4483, -0.6642, 0.7786], [-5.2449, 2.5880, -0.0673], [-3.6031, -1.9014, -0.1595], [-1.9249, -2.2637, -0.3494], [-3.0584, -1.9543, -1.8378], [2.7606, -1.3134, -1.3643], [2.8216, 0.3293, -0.7152], [0.9147, 0.8689, -1.4169]], "atomic_forces_ev_per_a": [[0.51, 0.08, 0.57], [1.13, -0.20, 1.51], [0.52, -0.45, 0.55], [-0.36, 0.66, 0.20], [1.49, -1.25, -1.74], [-1.51, -0.92, -1.69], [-1.08, 1.87, 0.53], [3.76, 0.77, 1.89], [1.06, -0.74, 0.31], [-0.55, 0.08, 2.36], [-0.28, 1.44, -2.13], [0.59, -0.73, -0.78], [0.36, 0.96, -0.53], [0.22, -0.15, 1.22], [-5.31, -0.01, 1.60], [-0.44, 0.91, -2.97], [-1.19, 0.22, -0.58], [1.64, -1.52, 1.01], [1.34, 1.22, -0.68], [-2.54, -1.49, -1.94], [0.28, -0.90, 0.48], [0.99, -0.80, -0.19], [-2.15, -0.33, -0.71], [1.87, -0.99, 0.50], [1.57, 0.20, 0.55], [-4.03, 0.58, -2.20], [1.15, -0.26, -0.20], [3.08, -1.05, 0.48], [-3.37, -0.13, 0.37], [-0.44, 0.81, 0.45], [-0.88, 0.24, 1.27], [0.04, 0.28, -0.20], [-0.42, -1.00, -0.87], [0.31, 0.07, 0.37], [1.60, 0.64, -1.84], [2.66, 0.35, -0.22], [1.26, 0.16, 0.74], [-1.03, 0.26, -0.51], [-0.45, -1.19, 1.40], [0.78, 1.27, 0.75], [-1.32, -0.42, 0.56], [-0.80, 0.58, -1.02], [0.57, 0.48, 0.97], [-0.11, 0.21, 0.40], [-0.01, -0.65, 0.49], [-0.51, 0.86, -0.54]]}